#i
Below is a gas-phase ion, CHN2OS (charge -1), with properties calculated with wB97M-V/def2-TZVPD.

Properties
* LUMO: 3.972 eV
* Kohn-Sham gap: 7.1 eV

ORCA input file:
```
! RIJCOSX wB97M-V def2-TZVPD def2/J DEFGRID3
* xyz -1 1
C -0.7693 -1.0278 0.4047
N -0.8527 0.0433 0.9169
N 1.7592 0.3349 -0.1579
O -0.6608 -2.0441 -0.1943
S 0.6543 1.1743 0.1756
H -0.1306 1.5194 -1.1450
*
```

***

#ii
Below is 2 unconnected molecules or ions with the total composition CHN2OS, with properties calculated with wB97M-V/def2-TZVPD.

Properties
* LUMO (spin up / spin down): 3.421 / 3.422 eV
* Kohn-Sham gap (spin up / spin down): 3.7 / 3.7 eV

ORCA input file:
```
! RIJCOSX wB97M-V def2-TZVPD def2/J DEFGRID3
* xyz -1 1
C -1.4023 -0.2767 -0.0314
N 1.7747 0.2617 0.3219
N 0.9728 0.9286 -0.3271
O -0.7360 -1.1868 -0.3027
S -2.2562 1.0436 0.1224
H 1.6469 -0.7703 0.2170
*
```

***

The calculated energies rank the structures as follows, beginning with the most stable: #i, #ii.

***

#i
Below is a molecular structure, C22H16AlN7O4S, with properties calculated with wB97M-V/def2-TZVPD.

Properties
* LUMO: -7.747 eV
* Kohn-Sham gap: 5.0 eV

ORCA input file:
```
! RIJCOSX wB97M-V def2-TZVPD def2/J DEFGRID3
* xyz 2 1
Al 0.2380 -0.3600 -1.0973
O 2.9936 5.7891 -2.3217
N 3.8247 4.9074 -2.2955
O 5.0072 5.0331 -2.4865
C 3.3405 3.5377 -1.9622
C 4.2807 2.6593 -1.5585
C 3.9234 1.3297 -1.1638
C 4.8354 0.3608 -0.7003
C 4.3795 -0.8870 -0.3370
C 3.0204 -1.1742 -0.4285
N 2.1408 -0.2710 -0.8617
C 2.5874 0.9645 -1.2308
C 1.6021 1.8967 -1.6992
N 0.3267 1.4197 -1.7426
C -0.6735 2.2230 -2.0958
C -0.4228 3.5385 -2.4753
C 0.8624 4.0273 -2.4681
C 1.9371 3.2003 -2.0509
H 5.3140 2.9783 -1.5258
H 5.8890 0.6027 -0.6312
H 5.0573 -1.6478 0.0221
H 2.6295 -2.1433 -0.1456
H -1.6763 1.8141 -2.0694
H -1.2489 4.1686 -2.7716
H 1.0549 5.0464 -2.7640
N -3.6630 -2.2510 5.7653
C -3.3589 -1.6807 4.5796
C -2.1673 -0.9416 4.4240
C -1.8637 -0.3591 3.2197
C -2.7358 -0.5112 2.1371
C -3.9208 -1.2378 2.2722
C -4.2262 -1.8164 3.4776
S -2.3694 0.2456 0.6457
O -1.5397 1.4096 0.8257
O -3.5142 0.2961 -0.2053
N -1.2473 -0.7409 -0.1575
C -1.3719 -2.0002 -0.6799
N -0.3245 -2.1612 -1.5532
C -0.1931 -3.3436 -2.1778
C -1.1078 -4.3386 -1.9455
C -2.1531 -4.0589 -1.0651
N -2.2944 -2.8990 -0.4238
H -3.0940 -2.0906 6.5763
H -4.5460 -2.7079 5.9051
H -1.5047 -0.8139 5.2702
H -0.9702 0.2423 3.1169
H -4.5943 -1.3297 1.4310
H -5.1494 -2.3696 3.5912
H 0.6355 -3.4568 -2.8647
H -1.0334 -5.2954 -2.4385
H -2.9151 -4.8032 -0.8652
*
```

***

#ii
Below is a molecular structure, C22H16AlN7O4S, with properties calculated with wB97M-V/def2-TZVPD.

Properties
* LUMO: -7.835 eV
* Kohn-Sham gap: 4.9 eV

ORCA input file:
```
! RIJCOSX wB97M-V def2-TZVPD def2/J DEFGRID3
* xyz 2 1
Al -1.1630 0.2011 -0.2126
O -2.3293 -2.9636 5.8285
N -2.6111 -1.7855 5.8539
O -2.9398 -1.1600 6.8269
C -2.3598 -1.0010 4.6077
C -2.3979 0.3360 4.7500
C -2.1239 1.1946 3.6368
C -2.1432 2.6025 3.6930
C -1.8546 3.3349 2.5661
C -1.5378 2.6692 1.3845
N -1.5153 1.3379 1.3091
C -1.8119 0.6118 2.4225
C -1.8109 -0.8094 2.2727
N -1.5392 -1.2492 1.0065
C -1.5305 -2.5585 0.7616
C -1.8002 -3.4759 1.7776
C -2.0779 -3.0446 3.0468
C -2.0798 -1.6516 3.3417
H -2.6258 0.7545 5.7215
H -2.3856 3.1005 4.6244
H -1.8622 4.4150 2.5798
H -1.2762 3.2132 0.4864
H -1.2879 -2.8733 -0.2431
H -1.7915 -4.5306 1.5428
H -2.2968 -3.7573 3.8237
N 6.2927 0.2057 -3.2514
C 5.0322 -0.2032 -2.9809
C 4.5329 -0.1513 -1.6619
C 3.2635 -0.5869 -1.3813
C 2.4507 -1.0664 -2.4139
C 2.9240 -1.1122 -3.7264
C 4.2008 -0.6878 -4.0042
S 0.8868 -1.6884 -2.1052
O 0.8781 -2.5369 -0.9446
O 0.2689 -2.0942 -3.3229
N -0.0543 -0.3863 -1.5397
C -0.4044 0.6677 -2.3675
N -1.3762 1.3798 -1.7141
C -1.9049 2.4562 -2.3265
C -1.4584 2.8208 -3.5651
C -0.4281 2.0493 -4.1244
N 0.1102 0.9840 -3.5370
H 6.9063 0.5182 -2.5216
H 6.6723 0.1379 -4.1781
H 5.1712 0.2133 -0.8672
H 2.9108 -0.5828 -0.3571
H 2.2863 -1.4849 -4.5157
H 4.5751 -0.7347 -5.0189
H -2.6906 2.9908 -1.8074
H -1.8787 3.6675 -4.0849
H -0.0152 2.3141 -5.0912
*
```

***

The calculated energies rank the structures as follows, beginning with the most stable: #i, #ii.

***

#i
Below is C5H6O3 in the gas phase, with properties calculated with wB97M-V/def2-TZVPD.

Properties
* LUMO: -0.304 eV
* Kohn-Sham gap: 9.9 eV
* SMILES string: C=C(C(C)=O)C(=O)O

ORCA input file:
```
! RIJCOSX wB97M-V def2-TZVPD def2/J DEFGRID3
* xyz 0 1
C 1.2528 -0.0122 1.7589
C -0.7979 0.6271 -1.4688
C 0.5789 0.4334 0.4966
C -0.1623 -0.4439 -0.4093
C -0.8823 -1.5065 -0.0192
O 0.0860 1.3083 -2.2217
O -1.9275 0.4541 -1.8870
O 0.5030 1.6439 0.1721
H -0.4214 1.6419 -2.9838
H 0.8722 -0.9656 2.1207
H 2.3218 -0.1362 1.5626
H 1.1184 0.7475 2.5332
H -0.8451 -1.9152 0.9843
H -1.6965 -1.8765 -0.6388
*
```

***

#ii
Below is C5H6O3 in the gas phase, with properties calculated with wB97M-V/def2-TZVPD.

Properties
* LUMO: 0.879 eV
* Kohn-Sham gap: 11.4 eV
* SMILES string: O=C1O[C@H]2CC[C@@H]2O1

ORCA input file:
```
! RIJCOSX wB97M-V def2-TZVPD def2/J DEFGRID3
* xyz 0 1
C -0.9519 0.5073 -1.0581
C 0.1433 -0.8899 0.1558
C 1.4262 -1.3643 0.9918
C 1.2225 -0.0383 1.8437
C 0.5390 0.5464 0.6116
H -0.7314 -1.1169 0.8305
H 2.2914 -1.4589 0.3996
H 1.2341 -2.3441 1.4234
H 2.0876 0.4336 2.2563
H 0.5160 -0.2352 2.6552
H 1.4363 0.7440 0.0132
O -1.7414 0.9001 -1.8467
O -0.3248 -0.7194 -1.1534
O -0.5725 1.2456 0.1442
*
```

***

#iii
Below is C5H6O3 in the gas phase, with properties calculated with wB97M-V/def2-TZVPD.

Properties
* LUMO: 1.047 eV
* Kohn-Sham gap: 10.1 eV
* SMILES string: C1=C[C@H]2OCO[C@@H]2O1

ORCA input file:
```
! RIJCOSX wB97M-V def2-TZVPD def2/J DEFGRID3
* xyz 0 1
C 2.0161 -0.0596 0.1450
C -0.0450 -0.6277 0.2695
C -2.1242 -0.0320 0.0604
C -1.4348 1.1366 0.0391
C -0.0164 0.7473 -0.2811
H 2.9044 -0.0477 -0.5417
H 2.3778 -0.1695 1.1822
H 0.0276 -0.6444 1.3899
H -3.1005 -0.4152 0.2500
H -1.7875 2.1701 0.0814
H -0.0174 0.6847 -1.3819
O 1.1526 -1.1478 -0.2812
O -1.2885 -1.1134 -0.0861
O 1.2886 1.1905 0.0701
*
```

***

The calculated energies rank the structures as follows, beginning with the most stable: #i, #ii, #iii.

***

#i
Below is 2 unconnected molecules or ions with the total composition C5H6O3, with properties calculated with wB97M-V/def2-TZVPD.

Properties
* LUMO: 0.270 eV
* Kohn-Sham gap: 8.5 eV

ORCA input file:
```
! RIJCOSX wB97M-V def2-TZVPD def2/J DEFGRID3
* xyz 0 1
C -1.1140 1.3861 0.2903
C -0.4659 0.2753 -0.2208
C 0.4994 -0.9095 -1.9167
C 1.1272 -1.4702 -0.7454
C 0.5416 -0.5648 0.3358
H -0.5154 -0.1380 1.9140
H -0.6018 2.2086 -0.1105
H -2.3397 1.3664 0.1800
H 0.5024 -1.1727 -2.9186
H 1.6712 -2.4321 -0.2431
H 0.6254 0.4150 1.8152
O -0.6480 1.2166 1.7647
O -0.5254 0.0108 -1.5747
O 1.2430 -0.1915 1.4297
*
```

***

#ii
Below is C5H6O3 in the gas phase, with properties calculated with wB97M-V/def2-TZVPD.

Properties
* LUMO: 0.690 eV
* Kohn-Sham gap: 11.1 eV
* SMILES string: C#COC(=O)[C@@H](C)O

ORCA input file:
```
! RIJCOSX wB97M-V def2-TZVPD def2/J DEFGRID3
* xyz 0 1
C -2.5617 2.5005 -0.7692
C -0.6618 -0.1287 0.2226
C -1.8387 1.5518 -0.8948
C 1.7975 -0.3704 0.1050
C 0.4910 -1.1590 -0.0412
O -0.7861 0.6999 -0.8195
O -1.3857 -0.0574 1.1954
O 0.4852 -2.1092 1.0074
H -3.2211 3.2180 -1.1014
H 2.4844 -1.1384 0.2757
H 1.7753 0.2831 0.8905
H 1.9529 0.1625 -0.8258
H 0.4266 -1.6794 -0.9569
H 1.0422 -1.7733 1.7123
*
```

***

#iii
Below is C5H6O3 in the gas phase, with properties calculated with wB97M-V/def2-TZVPD.

Properties
* LUMO: -0.408 eV
* Kohn-Sham gap: 8.8 eV
* SMILES string: C=C(C)OC(=O)C=O

ORCA input file:
```
! RIJCOSX wB97M-V def2-TZVPD def2/J DEFGRID3
* xyz 0 1
C -0.8933 -1.1882 2.1636
C -0.5877 -1.2799 0.6043
C -0.6582 -2.3290 -0.2973
C 0.3562 0.5061 -0.8708
C 0.8111 2.0028 -0.6683
H -1.7466 -0.4672 2.1248
H -1.0615 -2.0348 3.0043
H 0.0409 -0.7025 2.5586
H -1.0200 -3.3457 0.1117
H 0.0589 -2.6354 -1.3367
H 1.4657 2.4555 -1.2893
O -0.2179 -0.0253 0.2878
O 0.7615 -0.1593 -1.7851
O 0.4681 2.7420 0.1519
*
```

***

The calculated energies rank the structures as follows, beginning with the most stable: #ii, #iii, #i.

***

#i
Below is C5H6O3 in the gas phase, with properties calculated with wB97M-V/def2-TZVPD.

Properties
* LUMO: 0.555 eV
* Kohn-Sham gap: 9.4 eV
* SMILES string: O=C1C[C@]2(O)C[C@H]2O1

ORCA input file:
```
! RIJCOSX wB97M-V def2-TZVPD def2/J DEFGRID3
* xyz 0 1
C -0.5759 0.3568 -0.0044
C -1.6630 -0.6844 -0.1008
C -0.2563 -1.1868 -0.0981
C 1.6568 -0.2564 -0.2278
C 0.7250 0.7389 0.7152
H -0.5977 1.9504 -1.0266
H -2.3238 -0.5497 -0.9654
H -2.1010 -0.9448 0.8502
H -0.0033 -1.4820 0.9421
H 1.0568 1.7651 0.4936
H 0.8397 0.6178 1.8642
O -0.4992 0.9745 -1.1896
O 0.9323 -1.1840 -0.8286
O 2.8096 -0.1153 -0.4238
*
```

***

#ii
Below is C5H6O3 in the gas phase, with properties calculated with wB97M-V/def2-TZVPD.

Properties
* LUMO: 0.981 eV
* Kohn-Sham gap: 9.8 eV
* SMILES string: C1=C\OCO/C=C\O/1

ORCA input file:
```
! RIJCOSX wB97M-V def2-TZVPD def2/J DEFGRID3
* xyz 0 1
C -0.6266 0.2623 1.3348
C 0.8952 -1.4342 0.4997
C 0.3917 -1.5190 -0.7363
C -0.3724 0.6633 -1.4198
C -0.0760 1.6632 -0.4783
H -0.7581 0.5273 2.3428
H -1.4722 -0.1822 0.8260
H 1.7796 -1.8889 0.8712
H 0.6187 -2.1201 -1.6156
H -0.2111 0.9590 -2.4292
H 0.2798 2.7067 -0.5595
O 0.5796 -0.5141 1.4476
O -0.7191 -0.6691 -0.9534
O -0.3090 1.5458 0.8700
*
```

***

The calculated energies rank the structures as follows, beginning with the most stable: #ii, #i.

***

#i
Below is C3H7OP in the gas phase, with properties calculated with wB97M-V/def2-TZVPD.

Properties
* LUMO: 0.319 eV
* Kohn-Sham gap: 9.1 eV
* SMILES string: CP1(=O)CC1

ORCA input file:
```
! RIJCOSX wB97M-V def2-TZVPD def2/J DEFGRID3
* xyz 0 1
C -0.5626 0.7244 1.1511
C -1.3266 0.4260 -0.2174
C 1.1422 -1.2855 -0.4294
O 1.4987 1.8155 -1.3861
P 0.4470 0.3788 -0.3220
H -0.4754 1.7254 1.4001
H -0.5252 0.1858 2.0621
H -1.8100 -0.5531 -0.2142
H -1.9735 1.2796 -0.7217
H 0.3181 -2.0687 -0.2652
H 1.5511 -1.2934 -1.4293
H 1.7162 -1.3349 0.3719
*
```

***

#ii
Below is 2 unconnected molecules or ions with the total composition C3H7OP, with properties calculated with wB97M-V/def2-TZVPD.

Properties
* LUMO: 0.052 eV
* Kohn-Sham gap: 8.5 eV

ORCA input file:
```
! RIJCOSX wB97M-V def2-TZVPD def2/J DEFGRID3
* xyz 0 1
C 2.0765 0.4246 -0.3989
C 1.5233 -0.0365 0.6756
C -1.4969 -0.8627 -0.4504
O -1.5896 1.9162 0.0027
P -1.0910 0.6833 0.5581
H 3.0965 0.4243 -0.6454
H 1.5821 0.9906 -1.2100
H 1.8873 -0.5162 1.5410
H -2.4781 -1.1993 -0.4521
H -1.2157 -0.9158 -1.4924
H -0.9566 -1.5683 0.0293
H -1.3377 0.6600 1.8425
*
```

***

The calculated energies rank the structures as follows, beginning with the most stable: #ii, #i.